1.
DFT (the ωB97M-V functional and the def2-TZVPD basis) results for a 3-piece molecular cluster, C26H48N2O9S overall in a non-equilibrium geometry.

- structure (SMILES) = CCOCCOC[C@]1(CCC(=O)O)OS(=O)(=O)O[C@]1(CCCCO)CC(C)C.CCCC#N.CCCC#N
- F_max (eV Å⁻¹) = 10.0
- relative energy (zero: lowest compared OMol25 entry of this formula, charge and spin) (kcal/mol) = 284.62

Geometry as ORCA input:
```
! wB97M-V def2-TZVPD RIJCOSX def2/J DEFGRID3
* xyz 0 1
C -0.725 -2.237 0.506
C 0.144 -1.544 1.753
O 0.134 -0.067 1.706
C 1.332 0.471 1.043
C 0.831 1.774 0.127
O 0.086 1.257 -1.033
C 0.292 2.104 -2.218
C -1.044 2.365 -3.131
C -0.666 2.696 -4.725
C -0.068 1.403 -5.536
C 1.597 1.336 -5.539
O 2.399 2.358 -5.846
O 2.222 0.039 -5.113
O -1.438 3.741 -2.678
S -2.408 3.624 -1.256
O -1.749 4.080 0.079
O -3.473 4.725 -1.480
O -2.835 1.979 -1.456
C -2.427 1.518 -2.825
C -3.767 2.014 -3.694
C -5.189 1.633 -2.929
C -6.025 2.938 -2.388
C -6.238 2.987 -0.754
O -6.502 1.679 -0.132
C -2.334 -0.121 -2.714
C -2.744 -0.923 -4.090
C -1.841 -2.326 -4.213
C -4.333 -1.443 -4.095
H 0.054 -2.834 -0.133
H -1.287 -1.413 -0.147
H -1.469 -2.982 1.024
H -0.352 -1.853 2.769
H 1.273 -1.902 1.747
H 1.944 -0.307 0.416
H 2.017 0.951 1.892
H 1.796 2.383 -0.134
H 0.076 2.372 0.829
H 1.215 1.671 -2.796
H 0.640 3.169 -1.808
H -1.638 3.152 -5.239
H 0.143 3.559 -4.774
H -0.374 1.539 -6.681
H -0.523 0.365 -5.214
H 1.609 -0.251 -4.349
H -3.801 1.570 -4.776
H -3.727 3.199 -3.829
H -5.868 1.133 -3.774
H -5.056 0.776 -2.112
H -5.557 3.930 -2.835
H -7.123 2.882 -2.852
H -7.221 3.639 -0.575
H -5.362 3.491 -0.163
H -5.605 1.338 0.195
H -3.052 -0.548 -1.863
H -1.249 -0.505 -2.420
H -2.647 -0.255 -5.073
H -0.704 -2.122 -4.398
H -2.071 -3.053 -3.324
H -2.245 -2.853 -5.204
H -4.452 -2.545 -4.471
H -4.778 -1.329 -2.998
H -4.934 -0.651 -4.754
C 3.774 -4.088 5.167
C 4.997 -3.843 4.288
C 4.659 -3.107 2.990
C 3.679 -3.931 2.172
N 2.865 -4.615 1.494
H 3.040 -4.729 4.669
H 4.067 -4.590 6.095
H 3.285 -3.143 5.430
H 5.466 -4.807 4.058
H 5.729 -3.256 4.853
H 5.569 -2.944 2.403
H 4.216 -2.129 3.207
C 4.271 -0.126 8.189
C 5.315 -1.211 8.434
C 6.646 -0.923 7.738
C 6.433 -0.839 6.235
N 6.255 -0.770 4.989
H 4.015 -0.043 7.128
H 3.347 -0.359 8.728
H 4.631 0.850 8.535
H 4.914 -2.172 8.089
H 5.486 -1.302 9.512
H 7.364 -1.722 7.955
H 7.071 0.021 8.095
*
```

Atom charges from the Löwdin analysis, given in e for atoms 1 to 5: number 1, C, carries -0.08; number 2, C, carries -0.23; number 3, O, carries -0.23; number 4, C, carries -0.17; number 5, C, carries -0.15


2.
DFT (the ωB97M-V functional and the def2-TZVPD basis) results for an isolated ion of composition C5H15N2 and charge +1 in a non-equilibrium geometry.

- structure (SMILES) = C[NH2+]CCCCN
- F_max (eV Å⁻¹) = 5.0
- relative energy (zero: lowest compared OMol25 entry of this formula, charge and spin) (kcal/mol) = 55.57

Geometry as ORCA input:
```
! wB97M-V def2-TZVPD RIJCOSX def2/J DEFGRID3
* xyz 1 1
C 0.886 2.540 0.614
N 0.498 1.206 0.094
C -1.022 1.117 -0.169
C -1.465 -0.255 -0.764
C -0.279 -1.440 -1.122
C 0.344 -2.200 0.005
N 0.878 -1.221 1.141
H 1.407 2.382 1.592
H 1.444 3.059 -0.062
H -0.028 3.169 0.745
H 0.882 1.190 -0.834
H 0.824 0.397 0.791
H -0.999 2.009 -1.016
H -1.614 1.557 0.703
H -2.173 -0.082 -1.647
H -2.166 -0.905 -0.010
H -0.762 -2.056 -1.848
H 0.377 -0.821 -1.793
H -0.379 -2.856 0.453
H 1.137 -2.747 -0.469
H 0.060 -0.954 1.705
H 1.578 -1.814 1.666
*
```

Atom charges from the Löwdin analysis, given in e for atoms 1 to 5: number 1, C, carries -0.02; number 2, N, carries -0.07; number 3, C, carries -0.15; number 4, C, carries -0.14; number 5, C, carries -0.18


Lowest unoccupied orbital energy values, unit eV, following the record order: 0.14, -2.94.
HOMO level values, unit eV, following the record order: -9.45, -14.41.
Kohn-Sham gap values, unit eV, following the record order: 9.590, 11.476.